No. 1
A structure of composition C22H21FIrN7O6S. Source: the OMol25 dataset; level of theory: ωB97M-V/def2-TZVPD.

The LUMO energy (spin up / spin down) is 0.29 / -2.07 eV. As for the spin multiplicity: 5. As for the gap between HOMO and LUMO (spin up / spin down): 7.36 / 6.92 eV. The calculation puts the HOMO energy (spin up / spin down) at -7.1 / -9.0 eV. As for the relative energy (zero: lowest compared OMol25 entry of this formula, charge and spin): 0.0 kcal per mole.

Each line ends with the Mulliken spin population.
CARTESIAN COORDINATES (ANGSTROEM)
Ir  -0.9366  0.8145  1.4348  1.5645
N  2.1929  -1.5375  3.2729  0.1551
C  1.1424  -1.0013  2.6373  0.0991
S  0.2235  0.2502  3.4216  0.2505
N  0.8933  -1.4766  1.4206  0.2192
N  -0.1341  -0.9111  0.8235  0.4898
C  -0.4433  -1.3593  -0.4918  -0.0588
C  -0.7764  -2.7553  -0.7508  0.1897
C  -1.9486  -3.0581  -1.4544  0.0902
C  -2.2891  -4.3742  -1.7146  -0.0373
C  -1.4659  -5.4041  -1.2801  0.0663
C  -0.3049  -5.1137  -0.5753  -0.0363
C  0.0393  -3.8009  -0.3025  0.0938
C  -0.5904  -0.3289  -1.4569  0.1796
C  -0.6117  -0.5872  -2.8429  0.1612
C  -0.7446  0.4621  -3.7216  -0.0339
C  -0.8606  1.7600  -3.2275  0.1689
C  -0.8290  1.9460  -1.8542  -0.0658
N  -0.6928  0.9445  -0.9934  0.2691
H  2.4779  -1.1714  4.1628  0.0019
H  2.8155  -2.1444  2.7558  -0.0078
H  -2.6082  -2.2532  -1.7547  0.0017
H  -3.2062  -4.5960  -2.2445  -0.0007
H  -1.7317  -6.4330  -1.4850  0.0044
H  0.3398  -5.9150  -0.2386  -0.0005
H  0.9477  -3.5691  0.2338  0.0144
H  -0.4934  -1.6021  -3.1938  0.0089
H  -0.7505  0.2782  -4.7881  -0.0005
H  -0.9744  2.6095  -3.8855  0.0079
H  -0.9003  2.9363  -1.4201  0.0120
N  -1.6483  2.7332  1.9419  -0.0125
C  -2.9831  3.0486  1.3923  -0.0121
C  -3.9934  1.9603  1.7226  0.0129
C  -3.8910  0.7329  0.8233  -0.0082
O  -4.8674  0.3103  0.2470  0.0309
O  -2.7128  0.1576  0.7082  0.1159
H  -1.6497  2.8809  2.9464  0.0035
H  -0.9400  3.3634  1.5274  0.0053
H  -2.8702  3.1530  0.3118  -0.0006
H  -3.3207  4.0108  1.7826  -0.0007
H  -5.0048  2.3461  1.6152  0.0012
H  -3.8689  1.6471  2.7646  -0.0071
F  2.6218  -1.6250  -1.4125  0.0029
C  3.0786  -0.5969  -0.6869  -0.0086
C  2.7957  0.6651  -1.0146  -0.0027
N  3.2672  1.7472  -0.3009  0.0014
C  2.5182  2.9942  -0.3845  0.0084
C  1.2089  2.8934  0.4119  -0.0027
O  0.4125  3.8396  0.3594  0.0036
O  1.0657  1.7967  1.0300  0.0562
C  3.9887  1.5574  0.8652  -0.0015
O  4.3446  2.4607  1.5857  0.0000
N  4.3072  0.2366  1.1376  0.0017
C  3.8525  -0.9080  0.5039  -0.0003
O  4.0911  -2.0158  0.9420  0.0002
H  2.1696  0.8932  -1.8681  0.0076
H  2.2829  3.2036  -1.4280  0.0002
H  3.1250  3.8063  0.0051  -0.0025
H  4.8404  0.0988  1.9844  0.0012

=====

No. 2
A structure of composition C22H21HfN6O4S. Source: the OMol25 dataset; level of theory: ωB97M-V/def2-TZVPD.

The LUMO energy is -3.15 eV. As for the spin multiplicity: 1. As for the gap between HOMO and LUMO: 7.61 eV. The calculation puts the HOMO energy at -10.8 eV. As for the total charge: +1.

Each line ends with the natural charge from an NBO analysis.
CARTESIAN COORDINATES (ANGSTROEM)
Hf  -0.3759  -0.7604  0.7837  2.5090
C  -3.9775  -0.3611  2.9908  -0.6755
C  -2.4928  -0.2886  2.8742  0.4870
O  -1.9679  -1.1341  2.0019  -0.8283
C  -1.7238  0.5736  3.6009  -0.4242
C  -0.2956  0.6316  3.5907  0.3803
C  0.4064  1.2941  4.7317  -0.6749
N  0.4010  0.0855  2.6231  -0.5296
N  1.7910  0.0972  2.7417  -0.3561
C  2.2995  -0.6954  1.8592  0.5474
O  1.5330  -1.3860  1.0087  -0.8261
C  3.7586  -0.8421  1.7035  -0.0673
C  4.2780  -1.4779  0.5797  -0.1950
C  5.6507  -1.6013  0.4314  -0.2107
C  6.5042  -1.1004  1.4038  -0.1810
C  5.9864  -0.4701  2.5279  -0.2085
C  4.6174  -0.3385  2.6789  -0.1842
H  -4.2992  -1.3987  2.9175  0.2383
H  -4.4233  0.1854  2.1564  0.2453
H  -4.3389  0.0726  3.9199  0.2346
H  -2.2229  1.1861  4.3371  0.2351
H  -0.3029  1.7677  5.4038  0.2283
H  1.1237  2.0255  4.3612  0.2579
H  0.9825  0.5463  5.2787  0.2585
H  3.6098  -1.8742  -0.1717  0.2274
H  6.0559  -2.0921  -0.4433  0.2207
H  7.5749  -1.2053  1.2881  0.2219
H  6.6534  -0.0837  3.2869  0.2228
H  4.2028  0.1510  3.5492  0.2319
N  -1.5255  4.0463  -6.0234  -0.7562
C  -1.4034  3.2603  -4.9315  0.2426
C  -2.5368  2.9010  -4.1779  -0.2705
C  -2.4117  2.1044  -3.0672  -0.1354
C  -1.1478  1.6554  -2.6859  -0.4076
C  -0.0081  1.9944  -3.4227  -0.1235
C  -0.1352  2.7887  -4.5315  -0.2740
S  -0.9753  0.6611  -1.3115  2.2315
O  0.0256  1.2037  -0.3377  -0.9432
O  -2.2326  0.4501  -0.5853  -0.9350
N  -0.3236  -0.7917  -1.5118  -0.9777
C  -1.1815  -1.9001  -1.6075  0.5719
N  -1.1193  -2.6113  -0.4679  -0.5937
C  -1.9188  -3.6832  -0.3706  0.1356
C  -2.7161  -4.0485  -1.4334  -0.3084
C  -2.6872  -3.2368  -2.5639  0.1389
N  -1.9294  -2.1463  -2.6618  -0.4357
H  -2.4223  4.3831  -6.3208  0.4048
H  -0.7241  4.3047  -6.5687  0.4052
H  -3.5131  3.2589  -4.4772  0.2265
H  -3.2822  1.8286  -2.4873  0.2476
H  0.9682  1.6375  -3.1199  0.2420
H  0.7405  3.0602  -5.1061  0.2288
H  -1.8917  -4.2318  0.5614  0.2293
H  -3.3512  -4.9195  -1.3849  0.2514
H  -3.3057  -3.4759  -3.4211  0.2197

=====

No. 3
A structure of composition C22H21I2N5O2RuS. Source: the OMol25 dataset; level of theory: ωB97M-V/def2-TZVPD.

The LUMO energy (spin up / spin down) is -3.82 / -4.25 eV. As for the spin multiplicity: 2. As for the gap between HOMO and LUMO (spin up / spin down): 5.79 / 5.26 eV. The calculation puts the HOMO energy (spin up / spin down) at -9.6 / -9.5 eV. As for the total charge: +1. As for the relative energy (zero: lowest compared OMol25 entry of this formula, charge and spin): 175.5 kcal per mole.

Each line ends with the Mulliken spin population.
CARTESIAN COORDINATES (ANGSTROEM)
Ru  -0.0835  0.2839  0.4665  0.8878
I  3.0880  -2.4609  6.5577  -0.0001
C  2.5486  -1.3548  4.8742  -0.0035
C  2.2358  -0.0103  5.0058  0.0027
C  1.8645  0.7201  3.8859  0.0025
I  1.4184  2.7458  4.0458  -0.0005
C  1.8057  0.1174  2.6298  0.0109
O  1.4866  0.8053  1.5288  0.0394
C  2.1448  -1.2358  2.5125  -0.0175
C  2.1035  -1.8259  1.1365  0.0016
N  0.7285  -1.7420  0.5772  -0.0124
C  0.5684  -2.5358  -0.6793  0.0120
C  -0.8844  -2.5540  -0.9728  0.0216
C  -1.7598  -3.4315  -0.3693  -0.0154
C  -3.0744  -3.1232  -0.0301  0.0277
C  -3.5314  -1.8112  0.1749  -0.0107
C  -2.9731  -0.5744  -0.0148  0.0114
N  -1.3937  -1.4531  -1.6737  -0.0052
C  2.5061  -1.9693  3.6300  0.0037
H  2.2767  0.4688  5.9739  0.0000
H  2.4094  -2.8749  1.1683  -0.0016
H  2.7689  -1.2907  0.4558  -0.0007
H  0.1129  -2.2159  1.2418  -0.0007
H  0.9429  -3.5475  -0.4930  0.0015
H  1.1709  -2.0679  -1.4581  0.0011
H  -1.3713  -4.4101  -0.0961  0.0005
H  -3.7335  -3.9179  0.2880  0.0012
H  -4.5041  -1.7367  0.6508  -0.0014
H  -3.5300  0.3199  0.2411  -0.0029
H  2.7656  -3.0160  3.5307  0.0001
O  0.9590  0.9014  -1.0925  0.0504
N  1.4583  2.1501  -0.8865  -0.0047
C  2.6561  2.4155  -1.4416  0.0006
C  3.1921  3.6688  -1.3465  -0.0001
C  2.4803  4.6548  -0.6588  0.0011
C  1.2701  4.3492  -0.0815  0.0002
C  0.7485  3.0589  -0.1810  0.0013
S  -0.7083  2.5384  0.5763  -0.0101
H  3.1167  1.5778  -1.9426  0.0004
H  4.1541  3.8695  -1.7924  0.0000
H  2.8882  5.6514  -0.5617  0.0001
H  0.7115  5.0803  0.4844  0.0001
C  -3.0217  1.8358  -3.6637  -0.0001
N  -2.5813  0.6755  -2.8783  0.0007
C  -2.6323  -0.5857  -3.4940  -0.0036
C  -2.0471  -1.6031  -2.8407  0.0032
N  -1.7827  -0.2602  -0.8238  0.0042
C  -2.1968  0.8302  -1.6691  0.0044
H  -3.9560  1.5818  -4.1584  0.0000
H  -2.2632  2.0632  -4.4093  -0.0001
H  -3.1701  2.6869  -3.0067  -0.0001
H  -3.1147  -0.6491  -4.4517  -0.0001
H  -2.0185  -2.5978  -3.2627  0.0004
H  -2.2494  1.8050  -1.2060  -0.0012

=====

No. 4
A structure of composition C22H21IN2OPdS. Source: the OMol25 dataset; level of theory: ωB97M-V/def2-TZVPD.

The LUMO energy (spin up / spin down) is -6.32 / -9.18 eV. As for the spin multiplicity: 5. As for the gap between HOMO and LUMO (spin up / spin down): 7.80 / 5.05 eV. The calculation puts the HOMO energy (spin up / spin down) at -14.1 / -14.2 eV. As for the total charge: +2. As for the relative energy (zero: lowest compared OMol25 entry of this formula, charge and spin): 0.0 kcal per mole.

Each line ends with the Mulliken spin population.
CARTESIAN COORDINATES (ANGSTROEM)
Pd  0.7173  1.4539  0.4442  1.4019
I  0.3639  3.2963  2.4343  0.1735
C  2.3531  3.0425  2.9874  0.1486
C  2.8543  3.8305  4.0211  -0.0072
C  4.1693  3.6668  4.4221  0.0530
C  4.9775  2.7183  3.7979  0.1643
C  4.4749  1.9293  2.7592  0.0000
C  5.2887  0.9635  2.1330  0.2275
C  4.7913  0.1679  1.0955  0.0601
C  3.4947  0.3404  0.6603  -0.0762
C  2.6313  1.2925  1.2511  0.6832
C  3.1264  2.0861  2.3202  -0.1958
H  2.2268  4.5628  4.5107  -0.0117
H  4.5646  4.2755  5.2238  0.0036
H  6.0043  2.5873  4.1165  0.0035
H  6.3130  0.8453  2.4654  0.0009
H  5.4286  -0.5726  0.6314  0.0026
H  3.1344  -0.2716  -0.1573  0.0061
C  -3.6499  -0.9485  2.8010  0.0847
C  -2.9373  -1.9809  1.9097  -0.0146
N  -2.8093  -1.4815  0.5537  0.6674
C  -3.9124  -1.7666  -0.3457  -0.0283
C  -3.7034  -3.1277  -1.0337  0.0813
C  -1.6506  -0.7804  0.0846  -0.0838
S  -0.4887  -0.4211  1.2952  0.3475
N  -1.7106  -0.5627  -1.1849  0.1907
C  -0.7591  0.0856  -1.9470  -0.0017
O  0.0378  0.9296  -1.5013  0.0684
C  -0.7862  -0.2148  -3.3771  0.0129
C  0.2522  0.2657  -4.1829  -0.0016
C  0.2584  -0.0107  -5.5347  0.0003
C  -0.7741  -0.7583  -6.0930  0.0081
C  -1.8130  -1.2311  -5.3007  -0.0025
C  -1.8217  -0.9632  -3.9453  0.0049
H  -3.7747  -1.3910  3.7877  -0.0023
H  -4.6346  -0.7000  2.4076  -0.0018
H  -3.0532  -0.0435  2.8905  -0.0019
H  -3.5310  -2.8929  1.8559  0.0089
H  -1.9511  -2.2084  2.3056  0.0054
H  -3.9754  -0.9751  -1.0863  0.0190
H  -4.8142  -1.7929  0.2655  0.0058
H  -2.8112  -3.1035  -1.6559  0.0024
H  -4.5733  -3.3254  -1.6574  0.0013
H  -3.6144  -3.9321  -0.3047  -0.0062
H  1.0466  0.8477  -3.7375  -0.0022
H  1.0619  0.3544  -6.1591  0.0000
H  -0.7703  -0.9692  -7.1542  0.0000
H  -2.6169  -1.8019  -5.7447  0.0000
H  -2.6353  -1.3142  -3.3276  0.0000